Model i:
DFT (wB97M-V/def2-TZVPD) results for a single C18H24N2O3 molecule.

Summary:
Frontier orbital gap (eV): 8.68
2S+1: 1
E_HOMO (eV): -7.95
SMILES string: Cc1ccc2c(c1)N(C(=O)CCC(=O)N1CCCCC1)CCO2

Cartesian coordinates (Å):
C: -3.2833 -4.0930 -0.3881
C: -3.0513 -2.7457 -1.0038
C: -1.7688 -2.2503 -1.1667
C: -1.5377 -1.0000 -1.7299
C: -2.6276 -0.2369 -2.1647
C: -3.9157 -0.7409 -2.0116
C: -4.1255 -1.9749 -1.4354
H: -5.1329 -2.3466 -1.3196
H: -4.7383 -0.1336 -2.3546
O: -2.5135 0.9810 -2.7669
C: -1.2124 1.5261 -2.7779
C: -0.1797 0.4308 -3.0473
N: -0.2235 -0.5054 -1.9429
C: 0.7871 -0.7455 -1.0706
O: 0.6472 -1.4223 -0.0680
C: 2.1610 -0.1534 -1.3816
C: 2.2654 1.3125 -0.9174
C: 1.2413 1.6445 0.1652
O: 0.2762 2.3437 -0.1154
N: 1.4361 1.1597 1.3998
C: 2.5127 0.2784 1.8053
H: 2.2660 -0.7518 1.5228
C: 2.7363 0.3712 3.3185
C: 2.5054 1.8070 3.7773
C: 1.0277 2.1727 3.5928
C: 0.4314 1.3878 2.4176
H: 0.0559 0.4148 2.7494
H: -0.3898 1.9369 1.9558
H: 0.9344 3.2439 3.4125
H: 0.4620 1.9349 4.4945
H: 2.7980 1.9282 4.8207
H: 3.1299 2.4725 3.1771
H: 3.7538 0.0510 3.5466
H: 2.0530 -0.2928 3.8488
H: 3.4305 0.5762 1.2924
H: 3.2776 1.5266 -0.5719
H: 2.0465 1.9924 -1.7433
H: 2.4059 -0.2434 -2.4402
H: 2.8705 -0.7666 -0.8240
H: -0.4462 -0.1021 -3.9692
H: 0.8033 0.8745 -3.1623
H: -0.9881 2.0034 -1.8148
H: -1.2070 2.2791 -3.5693
H: -0.9264 -2.8387 -0.8441
H: -2.3447 -4.5426 -0.0765
H: -3.7700 -4.7583 -1.1008
H: -3.9329 -4.0052 0.4816



Model ii:
DFT (wB97M-V/def2-TZVPD) results for a single C18H24N2O3 molecule.

Summary:
Frontier orbital gap (eV): 9.99
2S+1: 1
E_HOMO (eV): -9.32
SMILES string: CCCCOCCCNC(=O)c1c(-c2ccccc2)noc1C

Cartesian coordinates (Å):
C: -4.5832 -1.5708 -1.9382
C: -5.2820 -0.2266 -1.7808
C: -5.3095 0.2614 -0.3318
C: -3.9513 0.7217 0.1921
O: -3.1424 -0.3915 0.4969
C: -1.8895 -0.0360 1.0267
C: -1.1178 -1.3131 1.3435
H: -1.7205 -1.9241 2.0154
C: 0.2285 -1.0123 2.0020
N: 1.1103 -0.2744 1.1297
C: 1.3402 1.0503 1.2841
O: 0.8571 1.7085 2.1870
C: 2.2096 1.6417 0.2465
C: 2.1057 2.9246 -0.2404
O: 3.0006 3.0968 -1.2203
N: 3.7172 1.9599 -1.3867
C: 3.2745 1.0770 -0.5267
C: 3.8896 -0.2431 -0.4268
C: 4.0769 -0.8486 0.8142
C: 4.6762 -2.0921 0.8939
C: 5.0932 -2.7405 -0.2572
C: 4.9224 -2.1354 -1.4919
C: 4.3279 -0.8906 -1.5793
H: 4.1960 -0.4036 -2.5329
H: 5.2572 -2.6346 -2.3890
H: 5.5582 -3.7128 -0.1907
H: 4.8228 -2.5544 1.8588
H: 3.7697 -0.3359 1.7139
C: 1.2016 4.0365 0.1253
H: 1.7814 4.9378 0.3138
H: 0.6496 3.7605 1.0194
H: 0.5089 4.2453 -0.6893
H: 1.4801 -0.7525 0.3233
H: 0.7178 -1.9472 2.2914
H: 0.0794 -0.3923 2.8894
H: -0.9687 -1.8766 0.4202
H: -1.3334 0.5807 0.3014
H: -2.0165 0.5642 1.9413
H: -3.4491 1.3577 -0.5554
H: -4.0922 1.3275 1.1026
H: -5.6706 -0.5383 0.3161
H: -5.9980 1.1053 -0.2530
H: -4.7815 0.5219 -2.4001
H: -6.3113 -0.3138 -2.1377
H: -5.1184 -2.3406 -1.3873
H: -4.5444 -1.8596 -2.9865
H: -3.5722 -1.5181 -1.5469



Which one sits at the bottom of the stability order? model ii does.



Model i:
DFT (wB97M-V/def2-TZVPD) results for 2 unconnected molecules or ions with the total composition ClH5N3PS.

Summary:
Frontier orbital gap (eV): 6.09
2S+1: 1
E_HOMO (eV): -8.24

Cartesian coordinates (Å):
N: -0.6681 -1.5134 1.5147
N: 1.7638 0.1094 -0.7536
N: -0.8375 0.5347 -1.2454
P: 0.4046 0.8322 -0.0930
S: 0.7111 2.6984 0.3403
Cl: -2.4185 0.8570 -0.6132
H: -1.7046 -1.7011 1.1306
H: -0.9049 -1.2573 2.4678
H: 2.5910 0.7053 -0.9206
H: 1.6834 -0.8254 -0.4700
H: -0.6204 -0.4396 -1.3575



Model ii:
DFT (wB97M-V/def2-TZVPD) results for 2 unconnected molecules or ions with the total composition ClH5N3PS.

Summary:
Frontier orbital gap (spin up / spin down) (eV): 7.36 / 7.36
2S+1: 1
E_HOMO (spin up / spin down) (eV): -8.17 / -8.16

Cartesian coordinates (Å):
N: -0.0816 -0.1600 1.4982
N: -1.6270 0.4465 -0.5355
N: 1.5909 0.3041 -1.1514
P: -0.5239 -0.7163 0.0013
S: -1.0229 -2.5810 -0.0827
Cl: 2.4076 0.9810 0.1390
H: -0.2091 0.8484 1.6347
H: 0.8314 -0.3733 1.9049
H: -2.4173 0.2830 -1.1484
H: -1.2247 1.3794 -0.8756
H: 2.2764 -0.4118 -1.3844



Which one sits at the bottom of the stability order? model i does.